# C3H8INOP2

2 unconnected molecules or ions with the total composition C3H8INOP2 (ωB97M-V/def2-TZVPD, the Open Molecules 2025 dataset).

HOMO-LUMO gap (spin up / spin down): 5.352 / 6.473 eV
<S²>: 2.020
Spin multiplicity: 3

Element x y z (Å)
C -0.42606 -0.77507 -0.62479
C 0.28096 1.98772 -0.62376
O 0.25391 2.16134 -1.75512
H -0.97036 -2.27825 0.71753
H -0.92311 2.22709 1.06020
P 0.36148 2.78373 0.91525
P 1.65821 -0.15688 1.18073
N 0.62478 0.01365 -0.21253
C -0.57283 -2.23069 -0.29185
I -2.44188 0.17365 0.19705
H 1.06085 -1.46040 1.57556
H -0.54939 -0.53079 -1.73544
H -1.30982 -2.47278 -1.02738
H 0.50111 -2.58170 -0.54223
H -0.31225 3.89249 0.50390
H 2.76438 -0.75312 0.66287

=====

# C3H8INOS

C3H8INOS in the gas phase (ωB97M-V/def2-TZVPD, the Open Molecules 2025 dataset).

HOMO-LUMO gap (spin up / spin down): 7.131 / 6.580 eV
<S²>: 2.012
Energy relative to the best compared isomer or geometry (same formula, charge and spin): 0.0 kcal/mol
Spin multiplicity: 3

Element x y z (Å)
H -1.37974 1.63816 0.43202
I 3.76653 0.26514 -0.92447
C -0.65647 -1.42483 -0.28460
S 1.75149 -0.34831 0.60765
H -1.65298 0.17523 1.49608
H -0.51926 -1.98439 0.75718
H -0.15360 -1.95689 -1.12325
C -0.18725 -0.00577 -0.18474
H -1.76096 -1.57916 -0.39066
H -0.04910 1.66691 -1.25204
C -0.88149 0.84392 0.97996
H -0.15854 1.16960 1.70336
H 0.28542 0.32402 -2.22162
N -0.19946 0.65060 -1.32809
O 1.79540 0.56578 1.73321

=====

# C3H8INS

2 unconnected molecules or ions with the total composition C3H8INS (ωB97M-V/def2-TZVPD, the Open Molecules 2025 dataset).

HOMO-LUMO gap: 8.139 eV
Energy relative to the best compared isomer or geometry (same formula, charge and spin): 20.0 kcal/mol
SMILES: CNSI.C=C

Element x y z (Å)
I 3.70396 -0.72806 -0.09773
H 0.36377 1.08739 0.76336
H 0.94864 3.29400 -0.80574
H -1.57460 -3.30700 0.93864
C -1.16957 -1.28956 0.27824
C -0.94818 -2.44842 0.88615
H 0.33345 1.68487 -1.65841
N 1.17150 1.43046 0.19205
H 1.92906 2.24061 -1.59997
C 1.08872 2.16925 -0.97355
H -0.22631 -2.37520 1.61490
S 2.58736 1.26340 0.96060
H -2.05092 -1.09450 -0.36467
H -0.47988 -0.53511 0.22904

=====

# C3H8N

2 unconnected molecules or ions with the total composition C3H8N (ωB97M-V/def2-TZVPD, the Open Molecules 2025 dataset).

HOMO-LUMO gap: 11.157 eV
Energy relative to the best compared isomer or geometry (same formula, charge and spin): 78.2 kcal/mol
Net charge: +1

Element x y z (Å)
H 0.98584 1.33087 -0.70132
C -0.10673 -0.48529 -0.33470
H -0.04905 -1.43539 1.72984
H 0.12266 0.68189 -2.11186
H -0.49164 -1.36802 -0.83976
H 1.36617 0.43964 1.93253
C 0.06897 -0.57029 1.10626
H 1.59041 -0.09785 -1.53917
C 0.68935 0.42303 -1.22012
H -1.08561 1.17438 0.64775
N -1.07998 0.15449 0.60034
H -2.01040 -0.24747 0.73019

=====

# C3H8N2

A gas-phase ion, C3H8N2 (charge -1) (ωB97M-V/def2-TZVPD, the Open Molecules 2025 dataset).

HOMO-LUMO gap (spin up / spin down): 3.101 / 9.144 eV
<S²>: 0.750
Energy relative to the best compared isomer or geometry (same formula, charge and spin): 8.6 kcal/mol
Spin multiplicity: 2
Net charge: -1

Element x y z (Å)
N 0.79694 -0.24397 -0.04359
H -1.08797 -0.48993 -1.82272
H -0.87553 1.25846 2.42459
C -0.04014 0.71096 1.99493
H 0.86574 1.40342 2.00655
C -0.41587 0.34101 0.58084
H -1.22688 -0.41054 0.45067
H 0.11847 -0.14469 2.67755
C 0.87303 -0.66372 -1.27093
H 0.17184 -0.91395 -3.13657
H -0.84721 1.15575 -0.10172
N -0.18359 -0.92735 -2.18733
H 1.85117 -1.07545 -1.57227

=====

# C3H8N2

C3H8N2 in the gas phase (ωB97M-V/def2-TZVPD, the Open Molecules 2025 dataset).

HOMO-LUMO gap: 8.826 eV
Energy relative to the best compared isomer or geometry (same formula, charge and spin): 63.3 kcal/mol
SMILES: NC1(N)CC1

Element x y z (Å)
N -0.83239 1.13457 0.71527
H 1.65199 1.39109 0.78925
H -0.71232 2.11198 0.48534
C -0.33446 -0.84021 -1.20202
C 0.06712 0.23184 0.17668
H -1.14977 -1.46685 0.78891
N 1.38803 0.66269 0.13862
H 0.62657 -1.85412 0.49660
H 1.61733 0.93967 -0.81566
H 0.37662 -1.31154 -1.86967
C -0.23144 -1.23617 0.23686
H -1.13498 0.93515 1.66116
H -1.33230 -0.69810 -1.60134

=====

# C3H8N2

C3H8N2 in the gas phase (ωB97M-V/def2-TZVPD, the Open Molecules 2025 dataset).

HOMO-LUMO gap: 8.175 eV
Energy relative to the best compared isomer or geometry (same formula, charge and spin): 115.7 kcal/mol

Element x y z (Å)
H 1.54730 1.64820 -0.46742
C 1.04323 0.69019 -0.47680
H 2.78749 -0.29160 0.24057
H 0.95613 0.41907 -1.63018
N -1.31288 0.06413 -0.15552
H 1.38393 -0.31449 1.45524
H -1.01229 -0.87098 -0.50462
N -0.26141 1.06963 -0.03014
C 1.76863 -0.41045 0.41043
H 1.67519 -1.36620 0.04829
H -3.14026 0.62850 0.58749
C -2.56402 -0.13378 0.17684
H -2.87105 -1.13222 0.34582

=====

# C3H8N2

C3H8N2 in the gas phase (ωB97M-V/def2-TZVPD, the Open Molecules 2025 dataset).

HOMO-LUMO gap: 9.823 eV
Energy relative to the best compared isomer or geometry (same formula, charge and spin): 28.4 kcal/mol
SMILES: [H]/N=C/NCC

Element x y z (Å)
N 1.98407 -1.08274 1.48046
H 1.22740 -1.28040 -0.86728
H -0.27866 1.91964 -0.68011
C -1.06174 1.18141 -0.49085
H 2.09702 -0.89911 2.44620
C 0.93627 -0.57827 0.97668
C -0.63011 -0.21646 -0.90371
N 0.61799 -0.67039 -0.33742
H -1.92218 1.52465 -1.05758
H -1.45493 -0.92233 -0.73837
H -1.25456 1.23205 0.57433
H -0.48518 -0.19430 -1.98596
H 0.22463 -0.01375 1.58362